The following is a quantum chemistry calculation of C15H35Cs3N5O9S as an isolated structure in a non-equilibrium geometry, from the Open Molecules 2025 dataset.

CARTESIAN COORDINATES (ANGSTROEM)
Cs -3.489 -1.873 5.044
Cs 0.281 -3.057 -6.849
Cs -7.441 -0.093 -1.482
S -1.013 -0.415 -0.499
O -1.995 0.493 0.167
O -0.195 0.423 -1.322
O -0.233 -1.068 0.581
O -1.585 -1.376 -1.432
C 4.324 0.917 6.593
C 3.224 1.913 6.553
O 3.106 2.689 7.475
N 2.424 1.977 5.498
C 1.384 3.026 5.397
H 5.166 1.572 6.818
H 4.645 0.386 5.697
H 4.226 0.357 7.523
H 2.456 1.176 4.884
H 0.445 2.596 5.746
H 1.149 3.377 4.392
H 1.597 3.897 6.016
C -7.413 -7.033 -5.791
C -6.673 -5.813 -5.310
O -6.597 -4.829 -6.055
N -5.926 -5.810 -4.176
C -6.094 -6.648 -3.037
H -8.313 -7.193 -5.198
H -6.798 -7.933 -5.762
H -7.696 -6.915 -6.837
H -5.232 -5.090 -4.032
H -5.502 -6.209 -2.233
H -5.936 -7.711 -3.216
H -7.167 -6.619 -2.847
C 5.541 4.158 -1.978
C 5.159 4.803 -3.255
O 5.880 5.716 -3.572
N 4.146 4.285 -3.976
C 3.769 4.537 -5.323
H 4.672 3.625 -1.591
H 6.174 4.809 -1.374
H 6.164 3.385 -2.426
H 3.522 3.695 -3.445
H 4.513 5.202 -5.762
H 2.867 5.129 -5.477
H 3.579 3.699 -5.994
C -3.020 5.807 -1.919
C -4.168 6.390 -1.085
O -4.791 7.374 -1.507
N -4.403 5.730 0.090
C -5.254 6.220 1.086
H -2.649 6.426 -2.736
H -3.074 4.807 -2.349
H -2.274 5.709 -1.130
H -4.175 4.746 0.075
H -5.259 7.310 1.110
H -4.829 5.880 2.031
H -6.240 5.797 0.889
C 3.273 -6.430 4.105
C 4.624 -5.996 3.507
O 5.636 -6.565 3.680
N 4.607 -4.889 2.710
C 5.888 -4.311 2.160
H 2.844 -5.435 4.215
H 3.242 -7.035 5.011
H 2.581 -6.831 3.365
H 3.758 -4.418 2.433
H 5.926 -3.228 2.278
H 5.927 -4.524 1.091
H 6.717 -4.690 2.758

* spin multiplicity: 1
* total charge: +1
* E_HOMO: -6.025 eV
* LUMO: -3.60 eV
* frontier orbital gap: 2.4258 eV
* maximum force: 4.0 eV/Å

***

The following is a quantum chemistry calculation of C15H35CuN5O5 as an isolated structure in a non-equilibrium geometry, from the Open Molecules 2025 dataset.

CARTESIAN COORDINATES (ANGSTROEM)
Cu -14.782 22.120 2.386
C -13.874 19.673 -1.116
C -15.063 19.997 -0.205
O -15.014 20.945 0.591
N -16.119 19.188 -0.274
C -17.449 19.397 0.272
H -14.242 19.352 -2.085
H -13.144 18.981 -0.695
H -13.320 20.612 -1.108
H -15.943 18.386 -0.860
H -18.048 19.662 -0.605
H -17.547 20.208 0.985
H -17.832 18.475 0.701
C -18.528 20.859 4.012
C -17.850 22.115 3.569
O -16.825 22.095 2.894
N -18.271 23.247 4.173
C -17.773 24.586 3.886
H -19.588 20.987 4.240
H -18.141 20.554 4.987
H -18.353 20.124 3.233
H -19.166 23.216 4.631
H -17.545 24.716 2.831
H -16.902 24.820 4.500
H -18.560 25.264 4.212
C -15.089 23.608 -0.929
C -15.033 24.464 0.298
O -15.096 23.976 1.448
N -14.943 25.797 0.175
C -15.520 26.665 -0.829
H -15.052 24.206 -1.837
H -16.020 23.041 -0.959
H -14.283 22.880 -0.896
H -14.869 26.188 1.108
H -14.798 27.173 -1.470
H -16.169 27.396 -0.355
H -16.104 26.083 -1.545
C -14.835 22.102 6.524
C -14.550 23.267 5.559
O -14.566 23.153 4.322
N -14.240 24.416 6.146
C -13.890 25.621 5.409
H -14.256 22.322 7.414
H -14.573 21.212 5.977
H -15.901 22.136 6.745
H -14.252 24.417 7.151
H -12.952 25.518 4.862
H -13.789 26.465 6.082
H -14.647 25.804 4.647
C -14.691 18.584 4.997
C -14.093 19.279 3.829
O -14.696 20.240 3.275
N -13.000 18.790 3.253
C -12.069 17.819 3.858
H -14.403 17.534 4.973
H -15.755 18.508 4.737
H -14.661 19.078 5.958
H -12.759 19.196 2.364
H -12.581 16.882 4.050
H -11.517 18.210 4.709
H -11.333 17.657 3.071

* spin multiplicity: 2
* total charge: +2
* E_HOMO (alpha / beta): -15.243 / -15.236 eV
* LUMO (alpha / beta): -4.80 / -7.67 eV
* frontier orbital gap (alpha / beta): 10.4471 / 7.5695 eV
* maximum force: 2.0 eV/Å

***

The following is a quantum chemistry calculation of a 4-piece molecular cluster, C15H35IN2O4 overall in a non-equilibrium geometry, from the Open Molecules 2025 dataset.

CARTESIAN COORDINATES (ANGSTROEM)
N -2.880 -4.030 0.652
C -2.042 -4.736 -0.393
C -0.636 -3.931 -0.767
C 0.036 -3.152 0.517
C 1.220 -2.147 -0.077
C 1.536 -1.059 1.119
C 0.762 0.377 0.961
N -0.091 0.658 -0.257
C -1.461 0.047 -0.062
O -2.165 -0.446 -1.086
C -1.751 0.116 1.552
C -0.317 0.603 2.180
C -0.526 2.096 2.821
C -1.694 2.211 3.964
C -1.652 1.058 5.128
I -3.702 0.367 5.643
H -3.901 -4.231 0.527
H -2.534 -4.338 1.593
H -1.714 -5.814 -0.011
H -2.691 -4.885 -1.367
H -0.806 -3.166 -1.640
H 0.190 -4.692 -1.160
H 0.454 -3.903 1.324
H -0.773 -2.455 0.996
H 0.902 -1.642 -1.086
H 2.149 -2.865 -0.292
H 1.286 -1.626 2.140
H 2.699 -0.801 1.204
H 1.634 1.173 0.838
H 0.355 0.537 -1.192
H -2.680 0.859 1.625
H -2.148 -0.925 1.969
H 0.179 0.012 3.060
H 0.487 2.597 3.207
H -0.876 2.796 1.919
H -2.734 2.209 3.425
H -1.551 3.254 4.516
H -1.197 1.466 6.150
H -1.056 0.089 4.853
C -1.874 1.830 -4.002
O -0.748 2.649 -3.747
H -2.474 2.286 -4.793
H -1.541 0.840 -4.325
H -2.477 1.744 -3.095
H -0.236 2.219 -3.041
C 4.140 -0.446 -1.263
O 3.699 0.598 -0.414
H 4.194 -1.373 -0.687
H 3.431 -0.571 -2.085
H 5.131 -0.204 -1.655
H 3.661 1.407 -0.952
C 2.683 4.856 -4.099
O 2.366 3.477 -4.163
H 3.733 4.992 -4.365
H 2.056 5.407 -4.804
H 2.516 5.222 -3.083
H 1.429 3.387 -3.922

* structure (SMILES): NCCCCC[C@H]1NC(=O)C[C@@H]1CCCI.CO.CO.CO
* spin multiplicity: 1
* E_HOMO: -9.057 eV
* LUMO: 0.22 eV
* frontier orbital gap: 9.2772 eV
* maximum force: 7.8 eV/Å

***

The following is a quantum chemistry calculation of a 9-piece molecular cluster, C15H36Br12O3 overall in a non-equilibrium geometry, from the Open Molecules 2025 dataset.

CARTESIAN COORDINATES (ANGSTROEM)
C -1.126 -3.645 2.707
O -0.470 -2.289 2.809
H -0.713 -4.147 1.845
H -0.961 -4.210 3.655
H -2.204 -3.374 2.361
H 0.360 -2.417 3.269
C 3.469 2.505 3.023
O 2.839 1.436 2.283
H 3.996 3.198 2.374
H 2.819 3.084 3.739
H 4.298 1.983 3.592
H 1.866 1.644 2.136
C 0.601 -0.273 0.168
O -0.328 -1.456 0.238
H 1.100 -0.333 -0.799
H 0.112 0.746 0.198
H 1.317 -0.315 0.945
H -0.405 -1.611 1.180
Br 3.147 -2.419 -1.605
C 3.654 -3.292 0.102
C 2.353 -3.747 0.690
Br 2.626 -4.073 2.641
H 4.044 -2.478 0.680
H 4.431 -4.043 -0.140
H 2.104 -4.721 0.311
H 1.572 -3.033 0.620
Br -1.907 2.575 -0.438
C -1.411 2.288 -2.262
C -2.355 1.379 -3.034
Br -1.743 1.396 -4.962
H -0.433 1.777 -2.167
H -1.220 3.252 -2.811
H -3.342 1.898 -3.137
H -2.315 0.352 -2.658
Br -3.651 -2.643 -3.259
C -1.676 -2.506 -3.693
C -0.803 -2.594 -2.509
Br -1.017 -4.331 -1.430
H -1.602 -1.618 -4.324
H -1.458 -3.437 -4.268
H -1.011 -1.827 -1.728
H 0.286 -2.616 -2.773
Br -2.770 3.154 3.126
C -1.559 4.481 2.432
C -0.179 3.885 2.260
Br 0.848 5.240 1.307
H -1.598 5.318 3.151
H -2.015 4.967 1.535
H -0.163 2.983 1.708
H 0.220 3.707 3.265
Br 2.112 0.674 -3.608
C 3.639 1.394 -2.688
C 3.389 1.596 -1.235
Br 2.250 3.083 -0.717
H 3.786 2.326 -3.156
H 4.422 0.657 -2.811
H 4.255 1.795 -0.595
H 3.002 0.605 -0.908
Br -5.338 -2.193 0.393
C -4.038 -0.792 -0.001
C -4.222 0.349 0.909
Br -5.606 1.539 0.130
H -4.167 -0.592 -1.039
H -3.098 -1.268 0.206
H -3.396 1.016 0.911
H -4.616 0.012 1.855

* structure (SMILES): BrCCBr.BrCCBr.BrCCBr.BrCCBr.BrCCBr.BrCCBr.CO.CO.CO
* spin multiplicity: 1
* E_HOMO: -9.730 eV
* LUMO: 0.21 eV
* frontier orbital gap: 9.9353 eV
* maximum force: 3.0 eV/Å

***

The following is a quantum chemistry calculation of a 6-piece molecular cluster, C15H36Br6Cl2N2O2 overall in a non-equilibrium geometry, from the Open Molecules 2025 dataset.

CARTESIAN COORDINATES (ANGSTROEM)
Br -2.439 1.447 -2.004
C -3.660 -0.042 -1.663
C -4.756 -0.119 -2.694
Br -4.188 -1.022 -4.359
H -4.053 -0.041 -0.644
H -3.066 -0.957 -1.647
H -5.068 0.855 -3.057
H -5.628 -0.648 -2.321
Br 2.391 5.566 -3.212
C 1.910 6.061 -1.423
C 1.790 4.915 -0.423
Br 0.789 3.403 -1.125
H 0.951 6.567 -1.518
H 2.639 6.793 -1.085
H 1.204 5.180 0.449
H 2.794 4.577 -0.179
Br -1.169 -2.547 5.111
C 0.208 -2.166 3.757
C 0.176 -3.308 2.752
Br 1.768 -3.398 1.636
H 1.177 -2.266 4.244
H 0.058 -1.206 3.285
H -0.617 -3.122 2.029
H 0.067 -4.308 3.151
C -7.101 -1.746 0.480
C -6.853 -2.001 1.966
C -5.390 -2.301 2.271
O -4.631 -1.183 1.860
C -3.358 -1.239 2.434
N -7.331 -0.966 2.881
H -8.153 -1.515 0.316
H -6.919 -2.706 -0.026
H -6.415 -1.075 -0.036
H -7.458 -2.887 2.179
H -5.099 -3.199 1.719
H -5.286 -2.476 3.342
H -2.768 -2.058 1.996
H -3.302 -1.314 3.525
H -2.728 -0.368 2.224
H -6.728 -0.149 2.930
H -8.195 -0.580 2.504
C 8.005 -0.271 -2.653
C 7.105 0.959 -2.665
C 6.229 1.072 -1.410
O 5.246 0.044 -1.514
C 4.472 -0.155 -0.366
N 7.900 2.202 -2.665
H 8.767 -0.173 -3.427
H 7.409 -1.150 -2.916
H 8.488 -0.411 -1.687
H 6.386 0.912 -3.483
H 5.743 2.049 -1.379
H 6.841 0.873 -0.523
H 4.972 0.072 0.583
H 4.183 -1.210 -0.351
H 3.541 0.431 -0.370
H 8.449 2.272 -1.813
H 8.615 2.184 -3.387
C 0.566 -0.396 -0.324
Cl -0.206 -1.524 -1.477
Cl -0.508 0.073 0.998
H 1.474 -0.815 0.087
H 0.759 0.511 -0.880

* structure (SMILES): COC[C@H](C)N.COC[C@H](C)N.BrCCBr.BrCCBr.BrCCBr.ClCCl
* spin multiplicity: 1
* E_HOMO: -9.375 eV
* LUMO: 0.41 eV
* frontier orbital gap: 9.7893 eV
* maximum force: 1.8 eV/Å

***

The following is a quantum chemistry calculation of a 3-piece molecular cluster, C15H36F5O11P3S overall in a non-equilibrium geometry, from the Open Molecules 2025 dataset.

CARTESIAN COORDINATES (ANGSTROEM)
O 4.013 -0.529 3.221
S 4.725 -0.317 2.013
O 5.596 0.810 2.077
O 5.648 -1.626 1.749
C 3.610 -0.250 0.598
C 2.940 1.150 0.460
C 1.463 1.116 0.960
C 0.430 1.492 -0.128
P -1.352 1.136 0.573
C -3.061 0.679 1.325
C -3.046 0.320 2.829
C -3.282 -1.183 3.174
C -2.566 -2.188 2.278
F -1.362 -1.768 1.865
F -2.316 -3.287 3.059
C -3.414 -2.740 1.067
F -3.485 -4.060 1.075
F -2.816 -2.366 -0.074
F -4.658 -2.273 1.044
H 5.699 -1.788 0.793
H 4.142 -0.481 -0.334
H 2.883 -1.057 0.745
H 3.049 1.548 -0.550
H 3.491 1.794 1.159
H 1.315 1.845 1.770
H 1.278 0.121 1.386
H 0.639 0.899 -1.031
H 0.471 2.567 -0.360
H -1.493 0.091 -0.399
H -0.723 0.793 1.810
H -1.792 2.450 0.218
H -3.696 1.573 1.213
H -3.531 -0.082 0.690
H -3.881 0.864 3.289
H -2.143 0.647 3.362
H -4.350 -1.393 3.278
H -2.868 -1.340 4.180
C 6.925 -5.421 -2.218
O 5.718 -5.092 -2.898
P 4.269 -5.379 -2.103
O 4.519 -4.555 -0.871
O 4.625 -6.954 -1.867
C 4.954 -7.788 -2.982
O 2.653 -5.739 -1.870
C 1.840 -4.806 -1.165
H 7.545 -4.527 -2.176
H 6.756 -5.790 -1.209
H 7.451 -6.187 -2.793
H 5.906 -8.276 -2.775
H 5.048 -7.220 -3.908
H 4.184 -8.550 -3.101
H 2.043 -3.783 -1.479
H 2.010 -4.910 -0.095
H 0.800 -5.040 -1.388
C -5.331 4.311 -1.864
O -4.294 5.233 -2.180
P -3.712 6.209 -0.946
O -3.298 5.132 0.016
O -5.199 6.794 -0.606
C -5.977 7.410 -1.636
O -3.046 7.536 -0.179
C -1.868 7.353 0.599
H -4.993 3.314 -2.145
H -5.597 4.317 -0.810
H -6.214 4.562 -2.456
H -6.953 6.925 -1.665
H -5.512 7.313 -2.618
H -6.112 8.465 -1.402
H -1.152 6.706 0.093
H -2.132 6.934 1.568
H -1.412 8.332 0.743

* structure (SMILES): O=S(=O)(O)CCCC[PH3]CCCC(F)(F)C(F)(F)F.COP(=O)(OC)OC.COP(=O)(OC)OC
* spin multiplicity: 1
* E_HOMO: -8.014 eV
* LUMO: -1.68 eV
* frontier orbital gap: 6.3317 eV
* maximum force: 7.5 eV/Å

***

The following is a quantum chemistry calculation of C15H36KN7O3 as an isolated structure, from the Open Molecules 2025 dataset.

CARTESIAN COORDINATES (ANGSTROEM)
K -0.001 0.274 -0.223
C -3.066 -0.264 1.996
C -3.645 0.595 0.875
N -2.588 0.944 -0.055
C -2.936 1.694 -1.259
C -2.396 1.080 -2.558
N -0.940 1.029 -2.606
C -0.365 0.405 -3.793
C -0.300 -1.129 -3.768
C 0.788 -1.799 -2.912
N 0.446 -1.981 -1.508
C -0.518 -3.028 -1.190
C -1.786 -2.543 -0.491
N -1.520 -1.930 0.801
C -2.695 -1.708 1.647
H -2.205 0.251 2.437
H -3.812 -0.323 2.797
H -4.417 0.030 0.340
H -4.140 1.480 1.302
H -1.889 1.458 0.483
H -4.026 1.748 -1.351
H -2.604 2.739 -1.186
H -2.780 0.058 -2.636
H -2.803 1.646 -3.412
H -0.556 1.964 -2.501
H -0.921 0.720 -4.690
H 0.649 0.799 -3.902
H -1.279 -1.546 -3.513
H -0.123 -1.442 -4.802
H 1.056 -2.763 -3.373
H 1.693 -1.184 -2.949
H 1.286 -2.083 -0.945
H -0.808 -3.551 -2.108
H -0.041 -3.792 -0.563
H -2.289 -1.806 -1.127
H -2.475 -3.400 -0.396
H -0.799 -2.439 1.295
H -3.568 -2.179 1.175
H -2.546 -2.247 2.589
N 1.029 -0.365 3.315
N 1.599 -1.218 2.342
C 2.219 -0.595 1.223
O 2.824 -1.367 0.455
O 2.033 0.639 1.069
H 1.734 0.035 3.926
H 0.374 -0.904 3.865
H 2.201 -1.954 2.693
C 1.512 4.106 1.992
C 0.393 3.648 1.086
O -0.176 2.418 1.535
H 1.937 5.051 1.645
H 2.316 3.368 2.013
H 1.152 4.250 3.012
H 0.748 3.541 0.055
H -0.428 4.369 1.077
H 0.568 1.800 1.684
C 4.049 1.099 -1.316
C 2.817 1.781 -1.693
N 1.842 2.316 -1.980
H 3.779 0.165 -0.817
H 4.598 1.741 -0.629
H 4.646 0.922 -2.208

* spin multiplicity: 1
* E_HOMO: -8.547 eV
* LUMO: 0.36 eV
* frontier orbital gap: 8.9080 eV
* maximum force: 0.6 eV/Å

***

Q: spin multiplicity of number 2 (C15H35CuN5O5)?
A: 2

***

Please write out number 3 again, unchanged.
The following is a quantum chemistry calculation of a 4-piece molecular cluster, C15H35IN2O4 overall in a non-equilibrium geometry, from the Open Molecules 2025 dataset.

CARTESIAN COORDINATES (ANGSTROEM)
N -2.880 -4.030 0.652
C -2.042 -4.736 -0.393
C -0.636 -3.931 -0.767
C 0.036 -3.152 0.517
C 1.220 -2.147 -0.077
C 1.536 -1.059 1.119
C 0.762 0.377 0.961
N -0.091 0.658 -0.257
C -1.461 0.047 -0.062
O -2.165 -0.446 -1.086
C -1.751 0.116 1.552
C -0.317 0.603 2.180
C -0.526 2.096 2.821
C -1.694 2.211 3.964
C -1.652 1.058 5.128
I -3.702 0.367 5.643
H -3.901 -4.231 0.527
H -2.534 -4.338 1.593
H -1.714 -5.814 -0.011
H -2.691 -4.885 -1.367
H -0.806 -3.166 -1.640
H 0.190 -4.692 -1.160
H 0.454 -3.903 1.324
H -0.773 -2.455 0.996
H 0.902 -1.642 -1.086
H 2.149 -2.865 -0.292
H 1.286 -1.626 2.140
H 2.699 -0.801 1.204
H 1.634 1.173 0.838
H 0.355 0.537 -1.192
H -2.680 0.859 1.625
H -2.148 -0.925 1.969
H 0.179 0.012 3.060
H 0.487 2.597 3.207
H -0.876 2.796 1.919
H -2.734 2.209 3.425
H -1.551 3.254 4.516
H -1.197 1.466 6.150
H -1.056 0.089 4.853
C -1.874 1.830 -4.002
O -0.748 2.649 -3.747
H -2.474 2.286 -4.793
H -1.541 0.840 -4.325
H -2.477 1.744 -3.095
H -0.236 2.219 -3.041
C 4.140 -0.446 -1.263
O 3.699 0.598 -0.414
H 4.194 -1.373 -0.687
H 3.431 -0.571 -2.085
H 5.131 -0.204 -1.655
H 3.661 1.407 -0.952
C 2.683 4.856 -4.099
O 2.366 3.477 -4.163
H 3.733 4.992 -4.365
H 2.056 5.407 -4.804
H 2.516 5.222 -3.083
H 1.429 3.387 -3.922

* structure (SMILES): NCCCCC[C@H]1NC(=O)C[C@@H]1CCCI.CO.CO.CO
* spin multiplicity: 1
* E_HOMO: -9.057 eV
* LUMO: 0.22 eV
* frontier orbital gap: 9.2772 eV
* maximum force: 7.8 eV/Å

***

Q: Which value of spin multiplicity does entry 7 give?
A: 1